Molecular formula: HN2O2
Method: DFT, ωB97M-V/def2-TZVPD

Last columns: bonded neighbours and bond lengths (Å).
Cartesian coordinates (Å):
1 O 0.72 1.37 0.79  N4 1.200
2 O 0.56 0.54 -1.22  N4 1.200
3 N -0.94 -0.92 0.62  H5 1.079
4 N 0.29 0.62 -0.05  O1 1.200, O2 1.200
5 H -0.63 -1.61 -0.14  N3 1.079

Output
LUMO (alpha / beta) in eV: 5.06 / 5.06
Total energy in Eh: -260.41771
Total charge: -1
Spin multiplicity: 1
Frontier orbital gap (alpha / beta) in eV: 7.97 / 7.97
ΔE to the lowest compared entry with this formula, charge and spin in eV: 2.9602
E_HOMO (alpha / beta) in eV: -2.9 / -2.9